12
Properties=species:S:1:pos:R:3:forces:R:3 method="wB97M-V/def2-TZVPD" multiplicity=1 lumo_ev=-0.316 total_charge=0 de_lowest_ev=0.3530 homo_lumo_gap_ha=0.37065 e_homo_ev=-10.4
Br -2.7237 0.6421 1.2254 -0.381 0.120 -0.082
S -1.9079 -0.7342 -0.3129 2.045 -1.012 1.618
O -1.5705 -1.9291 0.4318 -0.327 0.915 -0.617
O -2.7636 -0.8143 -1.4251 -0.938 0.326 -1.095
C 0.6159 -0.0622 0.1310 -0.854 -3.722 0.680
C -0.4141 0.1742 -0.6884 0.424 -0.983 1.594
C 1.9590 0.5452 0.2687 0.609 2.664 0.217
H 2.6619 -0.1119 0.8435 -0.731 0.781 -0.515
H 2.4681 0.8893 -0.7096 -0.983 -0.632 1.463
H 1.7322 1.5589 0.8812 0.926 -2.214 -1.139
H -0.4830 0.9101 -1.4302 -0.272 0.980 -0.917
H 0.4257 -1.0682 0.7847 0.482 2.777 -1.207

78
Properties=species:S:1:pos:R:3:forces:R:3 method="wB97M-V/def2-TZVPD" multiplicity=2 lumo_ev="-2.578 / -2.561" total_charge=+1 s2=0.80 homo_lumo_gap_ha="0.30783 / 0.31388" e_homo_ev="-11.0 / -11.1"
Co 0.5030 -0.9393 -0.5641 0.193 -0.193 0.045
Cl 1.0698 -1.0213 -3.1428 0.141 -0.135 -0.326
S 5.1692 -0.5666 -0.4754 -0.094 0.011 -0.047
P -0.1208 1.2393 -1.1073 0.238 -0.035 -0.009
O -1.6799 -0.4301 -2.7660 -0.039 0.073 0.019
O -1.7228 -2.9955 0.9753 0.280 -0.160 0.021
O 1.2250 -2.8695 -0.5939 -0.398 0.110 -0.055
N 2.6330 -0.5700 -0.4100 -0.495 -0.006 0.242
N 1.4898 -5.0952 -0.4294 -0.059 0.050 -0.020
N -1.3734 -1.5736 -0.7953 0.395 0.325 -0.404
N 0.7701 -0.6021 1.5508 -0.257 -0.133 0.144
N 2.1775 -0.2984 3.2380 0.063 0.055 0.025
N 1.1719 -3.8137 1.4740 -0.203 0.124 0.202
C -3.3512 -2.9023 -0.8140 -0.024 0.028 -0.035
C 0.4903 -0.3666 5.1311 0.038 0.038 0.008
C -3.3350 -2.0478 -2.0720 0.004 -0.032 0.053
C 1.0961 -4.9776 2.3366 -0.095 -0.061 -0.003
C 0.0409 -0.5916 2.7352 0.055 0.109 0.097
C -2.4504 1.4857 0.2844 -0.013 0.005 -0.038
C 3.0645 -0.4532 0.8943 0.101 -0.025 -0.056
C 1.3689 0.9438 -4.9377 0.020 -0.045 -0.011
C -4.5471 2.3101 -0.5432 0.007 0.006 -0.028
C 0.0025 3.6339 0.4272 -0.015 -0.047 0.054
C -3.9649 2.5366 -1.7828 -0.002 0.001 -0.008
C -0.8634 -0.5282 5.3411 0.014 0.000 -0.003
C 0.9378 0.6408 -3.6572 -0.063 0.167 0.104
C 2.0615 4.6512 1.1523 -0.003 0.010 -0.014
C 0.8168 3.2513 -4.5530 0.005 0.015 -0.020
C 2.0177 -0.4283 1.8995 -0.004 0.025 0.003
C -1.8643 1.7157 -0.9587 0.003 -0.193 0.048
C 0.9190 -0.3953 3.8087 -0.078 -0.101 -0.052
C 0.7060 2.5916 -0.1718 0.031 -0.061 0.004
C -1.7572 -0.7161 4.2736 0.010 0.028 -0.005
C -1.3256 -0.7525 2.9647 -0.018 0.011 0.028
C 2.1008 2.6056 -0.1049 -0.050 0.032 -0.045
C 0.4395 1.6231 -2.8015 -0.023 -0.126 0.038
C 0.4035 2.9361 -3.2699 0.027 -0.023 -0.001
C -3.7880 1.7850 0.4935 0.003 -0.003 0.022
C -2.0526 -1.2499 -1.9477 -0.144 -0.165 0.013
C -2.6276 2.2355 -1.9958 0.019 0.032 0.008
C 1.2983 2.2522 -5.3864 -0.013 0.030 0.009
C 0.6781 4.6546 1.0852 0.014 0.002 0.022
C 4.4129 -0.4324 1.0477 0.025 0.046 0.001
C -2.0660 -2.5281 -0.0970 0.068 0.093 0.190
C 2.7746 3.6228 0.5500 -0.002 -0.017 0.009
C 1.2533 -3.8832 0.1366 0.186 0.041 -0.272
C 3.6401 -0.6501 -1.2260 0.129 0.074 -0.024
H 1.2678 -4.6581 3.3613 -0.009 -0.013 0.006
H 1.1809 -0.2291 5.9522 -0.014 0.014 0.014
H 2.5842 5.4539 1.6554 0.000 -0.009 0.018
H 1.7541 0.1604 -5.5758 -0.023 -0.015 0.007
H -4.1728 -1.3557 -2.1507 0.000 0.010 -0.002
H 1.1900 -5.9343 0.0353 0.060 -0.004 0.022
H 3.0396 -0.1207 3.7234 -0.002 -0.004 -0.014
H -2.1927 2.3805 -2.9753 -0.003 -0.016 -0.001
H -4.2361 1.6093 1.4630 0.002 -0.006 0.004
H -2.8095 -0.8423 4.4892 -0.002 -0.011 -0.003
H -2.0064 -0.9277 2.1463 0.006 -0.028 0.023
H 0.7687 4.2739 -4.9013 0.003 0.005 0.010
H -1.0777 3.6583 0.3862 0.017 0.023 -0.011
H 2.6631 1.8311 -0.6047 0.068 -0.009 -0.032
H -1.2458 -0.5158 6.3526 -0.004 0.005 0.003
H -4.1935 -2.6931 -0.1552 0.013 -0.022 0.023
H 1.8769 -5.6906 2.0762 0.021 0.022 0.034
H 1.4805 -5.1083 -1.4353 -0.010 0.014 0.012
H 0.6465 -3.0065 1.7810 -0.022 0.070 -0.022
H 3.8568 3.6201 0.5824 0.000 0.003 -0.017
H 0.1163 5.4584 1.5426 -0.011 -0.002 -0.006
H -3.3012 -2.6259 -2.9948 0.002 0.023 -0.020
H 0.0498 3.7191 -2.6098 -0.014 0.007 -0.007
H 1.6258 2.4898 -6.3895 0.006 -0.003 -0.001
H -4.5565 2.9383 -2.5947 -0.008 0.001 0.002
H 4.9889 -0.3522 1.9544 -0.004 -0.017 0.011
H 3.5362 -0.7493 -2.2948 -0.033 -0.019 -0.007
H -1.8534 1.0781 1.0925 -0.022 0.013 0.001
H -3.3468 -3.9747 -1.0063 -0.008 0.001 0.018
H -5.5932 2.5391 -0.3884 0.000 0.009 0.012
H 0.1174 -5.4625 2.2862 0.016 -0.022 -0.009

24
Properties=species:S:1:pos:R:3:forces:R:3 method="wB97M-V/def2-TZVPD" multiplicity=1 lumo_ev=0.304 total_charge=0 de_lowest_ev=2.3763 homo_lumo_gap_ha=0.36716 e_homo_ev=-9.7
O 0.3229 -0.5567 2.6731 0.238 0.521 0.194
O -1.7366 2.3105 0.4723 1.617 2.167 0.483
O -2.5436 -0.5868 -2.3298 -0.152 -0.565 0.220
O -2.4446 -0.6086 1.2447 0.607 -0.873 -0.428
O 2.1833 2.5324 0.8382 0.066 0.197 0.615
C 0.8624 -2.1525 -1.7065 0.697 0.563 -1.089
C 1.8593 -0.2244 -0.5032 2.309 0.967 0.201
C 0.7492 -1.0603 -0.9434 -1.120 -2.276 -0.784
H -1.7402 0.0391 1.3070 0.146 -0.032 0.185
H 0.6701 -0.2619 3.5271 -0.248 -0.345 0.037
H -2.8044 -1.4232 -1.9034 0.105 0.519 -0.283
H -1.8922 -1.4165 1.1656 -0.691 0.411 0.266
H -2.0290 2.2955 -0.4345 -0.652 -1.231 0.329
H -2.4730 0.0238 -1.5913 -0.018 -0.003 0.141
H 0.0260 -2.7093 -2.1151 -0.210 0.004 0.629
H 1.8019 -2.4365 -2.1946 -0.071 0.218 0.315
H 0.6929 0.1256 2.1016 0.078 -0.054 -0.306
H 2.6894 -0.8303 -0.1259 -0.187 -0.201 0.148
H -1.8553 1.6888 1.1793 -1.007 -0.477 -0.796
H 2.4428 0.4623 -1.1900 -1.215 -0.861 -0.232
H -0.2485 -1.0297 -0.4997 0.223 1.024 -0.045
H 1.6002 0.4327 0.2945 -0.425 0.197 0.679
H 2.3025 2.1184 -0.0178 -0.177 0.356 -0.200
H 1.5642 3.2674 0.7520 0.088 -0.225 -0.274

9
Properties=species:S:1:pos:R:3:forces:R:3 method="wB97M-V/def2-TZVPD" multiplicity=1 lumo_ev=0.826 total_charge=0 de_lowest_ev=2.6646 homo_lumo_gap_ha=0.38014 e_homo_ev=-9.5
C 2.1114 -0.7135 -0.0862 -1.158 0.017 2.229
C 1.1030 0.0275 -0.0075 2.670 -0.351 -1.933
C -1.1852 0.0867 0.2496 -3.340 -3.619 -3.707
C -0.0989 1.0438 -0.1065 2.006 -2.290 2.957
C -1.9015 -0.9120 -0.0764 -0.297 3.123 1.007
H -2.8975 -1.4834 -0.3128 2.763 1.170 0.863
H 2.9464 -1.5093 0.3081 -2.627 2.592 -1.577
H 0.0656 1.5492 0.8238 0.219 0.800 0.758
H -0.1434 1.9111 -0.7922 -0.236 -1.441 -0.597

8
Properties=species:S:1:pos:R:3:forces:R:3 method="wB97M-V/def2-TZVPD" multiplicity=1 lumo_ev="-0.437 / -0.438" total_charge=0 de_lowest_ev=1.5693 homo_lumo_gap_ha="0.33878 / 0.33876" e_homo_ev="-9.7 / -9.7"
S 1.1715 1.1032 -0.0504 0.562 -0.372 -0.065
S -2.7365 -0.9508 1.0965 0.427 0.415 -0.607
F 3.5754 1.1753 0.9185 -0.547 -0.248 -0.488
F -2.4823 0.6742 -0.8937 0.304 -1.131 -0.416
C 2.5962 0.4684 0.2827 -0.722 3.249 1.166
C -2.5049 -0.5972 -0.4612 -1.011 2.433 4.199
H 2.9491 -0.4845 0.1925 0.675 -2.642 -0.614
H -2.5685 -1.3886 -1.0849 0.312 -1.705 -3.174

11
Properties=species:S:1:pos:R:3:forces:R:3 method="wB97M-V/def2-TZVPD" multiplicity=1 lumo_ev=-0.567 total_charge=0 de_lowest_ev=1.4831 homo_lumo_gap_ha=0.30064 e_homo_ev=-8.7
S -2.6368 -0.0341 -0.0578 -0.252 -0.459 0.198
C 1.0933 -0.9248 -0.0692 2.518 -4.241 0.166
C 0.1798 1.2943 -0.0495 0.674 -0.510 2.262
C -1.2533 -0.8576 0.0152 -0.465 1.167 -0.748
C 0.0347 -0.2399 -0.1197 -4.110 4.134 0.332
H 1.8691 -0.2496 -0.2439 2.516 -0.442 0.057
H 1.0797 -2.0485 0.1071 0.528 1.683 -0.483
H -0.1573 1.9694 -0.8453 0.317 -0.543 0.083
H -0.3174 1.5973 0.9019 -0.343 -0.077 -0.835
H -1.1250 -1.9076 0.0210 -0.661 -1.344 0.289
H 1.2332 1.4011 0.3401 -0.722 0.631 -1.321

Copy entry 1 word for word.
12
Properties=species:S:1:pos:R:3:forces:R:3 method="wB97M-V/def2-TZVPD" multiplicity=1 lumo_ev=-0.316 total_charge=0 de_lowest_ev=0.3530 homo_lumo_gap_ha=0.37065 e_homo_ev=-10.4
Br -2.7237 0.6421 1.2254 -0.381 0.120 -0.082
S -1.9079 -0.7342 -0.3129 2.045 -1.012 1.618
O -1.5705 -1.9291 0.4318 -0.327 0.915 -0.617
O -2.7636 -0.8143 -1.4251 -0.938 0.326 -1.095
C 0.6159 -0.0622 0.1310 -0.854 -3.722 0.680
C -0.4141 0.1742 -0.6884 0.424 -0.983 1.594
C 1.9590 0.5452 0.2687 0.609 2.664 0.217
H 2.6619 -0.1119 0.8435 -0.731 0.781 -0.515
H 2.4681 0.8893 -0.7096 -0.983 -0.632 1.463
H 1.7322 1.5589 0.8812 0.926 -2.214 -1.139
H -0.4830 0.9101 -1.4302 -0.272 0.980 -0.917
H 0.4257 -1.0682 0.7847 0.482 2.777 -1.207